Below is one molecule with the formula C20H19FN4O4S, with properties calculated with wB97M-V/def2-TZVPD.

The SMILES is CCOC(=O)c1cc(-c2nnc(SCC(=O)Nc3ccc(F)cc3)o2)c(C)nc1C. The calculation puts the HOMO energy at -8.7152 eV. For the molar mass, the calculation gives 430.5 u. As for the largest force on an atom: 1.7 eV/Å. The HOMO-LUMO gap is 8.74 eV. For the LUMO energy, the calculation gives 0.0291 eV.

```
! RIJCOSX wB97M-V def2-TZVPD def2/J DEFGRID3
* xyz 0 1
C -5.565 -0.285 -0.325
C -4.154 -0.824 -0.476
H -3.972 -1.199 -1.488
H -3.969 -1.635 0.235
O -3.231 0.235 -0.205
C -2.012 0.127 -0.729
O -1.651 -0.806 -1.405
C -1.120 1.261 -0.369
C 0.240 0.989 -0.295
C 1.133 1.995 0.065
C 0.613 3.282 0.317
N -0.680 3.526 0.199
C -1.545 2.577 -0.124
C -2.966 3.019 -0.227
H -3.001 4.103 -0.178
H -3.545 2.603 0.596
H -3.414 2.674 -1.156
C 1.468 4.429 0.717
H 2.235 4.609 -0.033
H 0.848 5.312 0.840
H 1.990 4.204 1.645
C 2.534 1.698 0.216
N 3.488 2.483 0.625
N 4.621 1.768 0.663
C 4.318 0.570 0.276
S 5.383 -0.797 0.250
C 4.753 -1.693 -1.214
H 4.980 -1.112 -2.109
H 5.331 -2.618 -1.239
C 3.261 -2.025 -1.209
O 2.629 -1.975 -2.235
N 2.787 -2.394 0.006
C 1.450 -2.634 0.353
C 0.493 -2.996 -0.591
C -0.814 -3.213 -0.201
C -1.153 -3.057 1.130
C -0.218 -2.706 2.087
C 1.089 -2.500 1.693
H 1.834 -2.226 2.427
H -0.515 -2.597 3.118
F -2.437 -3.249 1.512
H -1.565 -3.485 -0.923
H 0.766 -3.085 -1.628
H 3.428 -2.313 0.787
O 3.005 0.442 -0.024
H 0.586 -0.011 -0.514
H -6.278 -1.084 -0.504
H -5.712 0.101 0.680
H -5.744 0.516 -1.036
*
```